This record from the Open Molecules 2025 dataset describes 7 unconnected molecules or ions with the total composition C58H120N6O9. The level of theory is ωB97M-V/def2-TZVPD.

Calculated values
- Total charge: +1
- Frontier orbital gap (spin up / spin down): 6.05 / 2.10 eV
- Multiplicity: 2
- ⟨S²⟩: 0.754
- HOMO level (spin up / spin down): -8.8236 / -8.8236 eV

```
193
Properties=species:S:1:pos:R:3:forces:R:3
O 24.099 -18.594 -16.788 -1.1774 -1.2208 -0.4147
O 19.753 -11.440 -14.964 -0.4082 -2.3925 0.5433
O 19.883 -7.922 -10.856 0.4231 -0.7934 1.1682
O 20.046 -13.146 -13.372 -0.1777 1.4511 -1.6189
O 22.184 -5.721 -13.541 -1.0893 -0.6142 -0.9019
O 17.830 -18.173 -11.203 -0.7190 0.0487 -0.4588
O 24.797 -19.595 -12.845 0.9628 -1.0011 -2.8680
O 20.144 -13.587 -15.548 -0.0617 -1.0712 -1.4836
O 17.859 -17.161 -8.448 -0.7368 0.5148 -0.2278
N 16.797 -19.115 -11.172 -1.7862 -1.4474 1.5619
N 22.712 -6.350 -14.688 2.6879 -1.6027 -0.7019
N 18.745 -17.497 -7.467 2.8804 -1.8815 2.7967
N 24.254 -19.457 -11.624 -1.1493 0.1315 2.8742
N 21.110 -8.364 -10.234 0.7704 -1.2646 -0.9429
N 23.442 -19.231 -17.789 -1.9759 1.8122 -0.6036
C 20.647 -7.087 -8.115 -0.0042 0.3993 1.0439
C 21.565 -20.046 -19.875 1.0827 1.2148 -3.2208
C 23.240 -4.182 -15.495 0.5686 1.2743 -0.3355
C 23.416 -17.381 -19.437 0.7911 0.2814 1.9741
C 21.961 -6.082 -10.049 -1.0454 -0.0981 -0.0873
C 23.075 -7.881 -8.741 -1.2642 -0.1624 -0.8621
C 20.392 -15.863 -8.326 -0.4535 -0.1273 1.2951
C 21.121 -8.210 -15.040 -0.9131 -1.5878 -1.4061
C 21.822 -19.995 -12.613 0.9939 -0.7600 0.6496
C 20.697 -17.007 -6.013 -0.2855 0.2520 -0.4108
C 22.837 -19.133 -11.732 -1.3379 2.2673 1.3323
C 14.686 -20.952 -11.660 2.4335 -2.0253 -0.5948
C 21.599 -7.420 -9.265 2.4574 1.8386 -0.3904
C 22.579 -7.834 -14.799 0.4882 -0.2917 2.3969
C 19.429 -15.273 -12.588 -0.6253 -0.0150 -0.1323
C 19.708 -16.448 -7.050 -1.3459 1.7519 0.4099
C 22.422 -20.042 -9.336 1.9459 -1.0190 -0.7684
C 20.867 -10.821 -11.096 -1.0944 1.2804 0.8980
C 17.269 -20.473 -11.590 -0.5706 1.3060 -1.3026
C 15.369 -18.591 -11.174 -0.5512 0.8915 0.1422
C 14.384 -19.782 -10.869 -0.4595 0.5838 0.2523
C 21.057 -18.188 -17.379 1.1555 -0.7033 -0.4304
C 20.279 -10.264 -8.770 -2.9691 1.7245 0.4005
C 20.371 -14.825 -14.910 0.6855 -1.4513 0.9404
C 18.232 -18.539 -6.452 -0.4632 1.4991 -0.5139
C 21.958 -19.460 -17.489 -1.3756 -3.2789 0.4061
C 22.871 -17.689 -12.293 -0.0371 -0.2922 -0.7585
C 21.950 -20.442 -16.254 0.5800 2.0041 1.8756
C 19.273 -18.830 -5.310 -0.3518 -1.3206 -0.6146
C 21.335 -5.482 -16.555 -0.9081 0.6721 -0.0507
C 17.720 -20.337 -13.073 0.3616 -0.0325 0.1629
C 24.418 -21.923 -11.192 1.3863 0.5544 0.5415
C 20.039 -17.648 -4.832 -0.1393 -0.1729 -0.0386
C 24.716 -20.479 -10.674 -0.4416 0.7405 1.1443
C 20.464 -14.523 -13.401 -1.4691 0.6795 -0.1371
C 22.199 -18.879 -10.255 -0.4238 -0.6081 -1.0432
C 23.071 -8.468 -13.398 -0.8753 1.9178 0.1249
C 23.844 -18.833 -19.179 0.6126 -2.3369 -1.2131
C 22.580 -10.259 -9.353 0.7250 2.2138 -0.5590
C 22.738 -5.569 -15.923 -0.7106 2.1879 0.0506
C 14.909 -17.874 -12.547 0.7775 -1.8018 0.7031
C 25.428 -19.086 -19.385 -1.5138 0.6727 1.0529
C 23.602 -8.402 -15.868 -2.3081 1.5001 -1.2160
C 21.224 -20.433 -18.521 0.9319 1.0483 -0.0307
C 17.890 -19.739 -7.328 0.6522 0.5711 0.0009
C 16.128 -21.498 -11.408 -0.8756 0.6839 -0.6864
C 26.247 -20.184 -10.392 -0.8824 -1.2502 -0.3061
C 19.883 -12.610 -14.702 1.5944 1.3656 2.6724
C 23.128 -9.281 -8.220 -1.4470 -1.9834 -0.2305
C 23.983 -20.269 -9.338 -0.7522 -0.3012 0.9527
C 15.200 -17.592 -10.015 0.7992 -0.7222 -0.2477
C 16.920 -18.123 -5.776 -1.0276 1.4425 1.1852
C 23.715 -6.072 -17.002 0.3528 -0.7353 0.6335
C 23.467 -7.555 -17.234 1.9457 -0.9320 0.8483
C 18.459 -20.873 -10.755 -0.1153 -0.8690 1.4642
C 23.079 -19.861 -20.093 -0.0918 -0.5659 -0.2238
C 21.162 -9.797 -9.883 1.0278 -2.9010 -0.3552
C 18.954 -15.277 -6.352 0.5647 0.4058 -0.2982
H 23.421 -21.997 -11.626 0.1997 -0.0790 0.0119
H 24.127 -9.578 -7.901 0.0376 0.0408 -0.0447
H 21.457 -14.615 -12.962 0.1161 0.1420 -0.2831
H 21.676 -17.333 -17.108 -0.5825 0.0559 0.9093
H 13.829 -17.775 -12.657 -0.0038 0.1213 0.4775
H 20.122 -7.888 -11.785 0.1309 0.1381 -0.2346
H 23.514 -3.587 -16.366 -0.3647 0.0454 -0.3364
H 18.440 -14.700 -7.120 -0.6345 -0.1900 0.2242
H 22.238 -5.192 -9.484 -0.0315 -0.3905 0.8615
H 20.904 -19.475 -12.889 0.1757 0.4044 0.2123
H 19.423 -16.340 -12.814 0.3106 -0.1667 0.3061
H 19.452 -15.067 -11.518 0.4706 -0.2627 -0.0121
H 19.277 -20.155 -10.702 -0.0078 -0.1821 -0.3751
H 20.891 -17.856 -4.185 -0.3628 -0.6788 0.4259
H 19.677 -15.327 -8.950 -0.3489 -0.7845 -0.3437
H 23.778 -7.930 -9.573 -0.2174 0.6646 -0.4477
H 17.705 -20.591 -6.674 -0.4093 -0.2099 -0.4896
H 21.001 -8.484 -16.088 0.2073 -0.4618 -0.3388
H 15.409 -18.150 -9.103 -0.5952 0.0539 0.2403
H 18.798 -19.322 -4.461 -0.5577 0.0253 -0.1419
H 24.179 -4.156 -14.942 0.2666 -0.9084 0.0820
H 20.144 -20.293 -18.552 -0.0773 -0.2017 1.3343
H 22.768 -6.160 -10.778 -0.1519 -0.6650 -0.1267
H 22.634 -3.533 -14.863 -0.7603 -0.4234 -0.2464
H 22.346 -17.175 -19.448 0.0724 -0.4287 -1.5901
H 23.357 -19.675 -21.131 -0.3033 0.5665 -0.0531
H 19.651 -15.610 -15.139 -1.0224 0.6572 0.0113
H 15.978 -18.047 -6.319 0.2532 -0.8624 -0.8373
H 21.296 -21.314 -16.240 0.2010 0.1117 -0.8415
H 21.211 -20.816 -20.560 0.2018 -0.1361 -0.1685
H 21.307 -16.287 -5.467 0.3863 0.7632 -1.2824
H 19.951 -19.607 -5.661 0.3425 0.0686 -0.3405
H 22.342 -8.280 -12.610 -0.3760 0.3625 -0.0730
H 25.546 -18.999 -12.918 0.0622 0.2685 0.2978
H 23.327 -9.440 -16.060 -0.2534 -0.0501 -0.0164
H 18.775 -21.904 -10.915 0.4911 0.0745 -1.1310
H 14.025 -21.758 -11.342 -0.2285 -0.0973 -0.5381
H 21.049 -19.165 -20.256 -0.2206 0.3133 0.4092
H 21.874 -20.856 -9.812 0.1152 -0.5536 0.3984
H 25.213 -22.210 -11.881 -0.3461 0.0643 -0.5889
H 20.453 -6.021 -7.997 0.3895 0.1958 -0.2219
H 13.346 -19.747 -11.197 -0.3076 1.9837 0.1998
H 19.645 -14.556 -5.916 0.3884 -0.0173 -0.0026
H 17.837 -17.966 -12.140 0.5789 0.7035 -0.2911
H 17.089 -19.386 -7.977 -0.5811 -0.6735 0.3402
H 24.335 -21.094 -8.718 -0.5667 -0.5289 -0.0029
H 16.860 -17.109 -5.378 0.9900 0.4229 0.0017
H 21.179 -4.900 -17.463 0.9978 0.0500 -0.4272
H 20.260 -7.541 -15.009 0.7062 0.9082 0.9441
H 22.971 -20.692 -15.965 -0.0046 -0.5549 -0.3177
H 21.502 -20.914 -12.122 -0.1516 0.1218 0.5879
H 16.979 -19.881 -13.731 -0.4379 -0.5841 -0.0080
H 21.258 -15.378 -15.220 0.6896 0.9749 -0.4823
H 21.028 -15.019 -8.061 0.6901 -0.4422 0.3095
H 26.667 -20.611 -9.482 -0.4609 -1.1915 -0.1082
H 22.569 -7.681 -17.838 -0.4153 -0.2775 0.6632
H 23.452 -7.137 -8.040 -0.2292 0.0179 0.0930
H 20.901 -16.712 -8.784 0.1670 0.4490 -0.5096
H 21.043 -5.777 -10.552 0.0694 0.0165 -0.3380
H 21.140 -7.395 -7.193 -0.2246 -0.0635 0.2781
H 18.330 -15.586 -5.514 -0.2687 -0.0464 -0.4512
H 20.566 -10.311 -12.011 1.6337 0.0716 -0.6483
H 24.732 -5.789 -16.733 0.3046 -0.7564 0.6975
H 20.332 -9.604 -7.904 0.3774 -0.4555 0.3360
H 23.600 -17.065 -11.777 -0.0261 -0.2130 0.2189
H 26.562 -19.174 -10.132 -0.6471 0.5515 -1.1985
H 15.965 -16.816 -9.968 -0.2951 0.2847 -0.5316
H 24.245 -7.928 -17.900 0.1994 -0.0879 -0.1097
H 18.151 -21.076 -9.729 -0.3868 0.7861 0.2747
H 21.650 -19.916 -15.347 -0.1562 0.3852 -0.0648
H 24.183 -17.000 -20.111 -1.0576 0.2923 -0.7742
H 22.472 -17.948 -9.758 0.5752 0.1390 -0.5356
H 19.632 -7.483 -8.097 0.2442 -0.5548 -0.5521
H 18.682 -19.908 -8.058 0.4645 -0.3911 0.4739
H 23.202 -17.764 -13.329 -0.1421 0.2870 -0.2755
H 19.294 -10.008 -9.160 -0.6349 -0.1146 0.1998
H 22.498 -11.323 -9.131 -0.0736 0.2016 0.6426
H 24.376 -19.463 -8.717 0.2588 0.7108 -0.6246
H 18.130 -21.275 -13.447 -0.3448 -0.1349 -0.2381
H 19.912 -11.346 -11.067 -0.3958 -0.0546 1.2405
H 20.789 -9.100 -14.505 0.3001 -0.1204 0.1720
H 22.235 -20.434 -13.522 0.5444 0.5712 -0.0781
H 16.200 -22.317 -12.124 0.6914 -0.2295 0.2252
H 24.961 -19.011 -16.854 1.1075 0.3176 0.2676
H 24.616 -8.461 -15.473 0.0053 0.6533 -0.0736
H 14.533 -20.669 -12.702 0.0550 -0.6096 -0.3163
H 19.374 -16.996 -4.265 0.1069 0.3513 -0.1359
H 22.110 -19.940 -8.297 -0.2990 0.2612 -0.1804
H 18.448 -14.906 -12.890 -0.0873 0.0201 -0.2389
H 15.378 -16.914 -12.758 0.1829 -0.1134 0.1865
H 25.876 -18.541 -20.216 -0.5842 -0.2672 -0.3606
H 16.703 -18.659 -4.852 0.0971 -0.7078 -0.2332
H 14.183 -17.208 -10.103 0.1155 0.1908 0.4566
H 21.129 -18.804 -10.445 -0.2019 0.2590 -0.0762
H 22.921 -5.339 -13.059 0.3848 -0.1577 -0.1203
H 16.165 -21.868 -10.383 -0.0041 -0.1563 -0.0065
H 20.914 -6.461 -16.786 0.0392 0.1378 0.2567
H 25.961 -18.642 -18.545 0.1503 -0.2026 0.2401
H 18.188 -17.675 -9.189 -0.3214 0.1100 -0.6065
H 20.253 -18.568 -16.749 0.1630 0.8535 0.5333
H 21.907 -17.183 -12.245 -0.1751 -0.1619 -0.0665
H 23.405 -20.898 -20.008 0.9609 0.0499 0.7157
H 25.603 -20.160 -19.444 0.1427 0.1879 -0.0643
H 23.263 -9.521 -13.193 0.3038 -0.1797 -1.1931
H 23.289 -10.234 -10.180 0.2335 0.2414 -0.2406
H 26.660 -20.665 -11.279 1.1726 0.5986 0.1880
H 23.898 -7.821 -13.105 0.4847 -0.4365 0.0440
H 21.308 -17.765 -6.505 0.3839 -0.0175 0.0448
H 23.707 -5.572 -17.970 -1.1410 0.4332 0.0653
H 21.492 -21.480 -18.380 -0.0474 0.1489 0.3400
H 24.561 -22.643 -10.386 -0.4101 0.0441 0.1916
H 14.252 -20.131 -9.845 0.7881 0.7565 0.5208
H 21.582 -11.639 -11.009 0.3651 0.4075 -1.0972
H 22.454 -9.409 -7.373 0.1305 0.0343 0.3358
H 15.190 -18.629 -13.282 0.0844 0.3798 -0.6019
H 20.667 -4.909 -15.913 -0.1611 -0.5348 0.6316
H 20.582 -17.912 -18.321 0.2101 -0.2871 -0.2344
H 23.584 -16.776 -18.545 0.7700 -0.0974 0.4241
H 18.552 -19.639 -13.164 0.3232 0.0969 0.3636
H 20.176 -11.314 -8.498 0.8066 0.0051 -0.1986
```
Forces are in eV/Å.